19
Properties=species:S:1:pos:R:3:forces:R:3 method="wB97M-V/def2-TZVPD" lumo_energy_ev=0.9 homo_lumo_gap_ev=10.42 energy_ev=-7895.613 smiles=CCOCC.N
C 1.4655 -2.1099 2.0355 -0.389 0.978 1.121
C 0.2479 -1.7817 1.2010 -0.421 -0.803 -0.590
O -0.0610 -0.4258 1.2690 1.093 1.444 0.146
C -1.2598 0.0835 0.6793 0.977 -1.048 -0.812
C -1.5049 -0.5103 -0.7188 -1.118 -0.635 1.561
H 2.3643 -1.7047 1.5847 0.232 -0.318 -0.174
H 1.3809 -1.6040 3.0066 -0.083 0.020 -0.122
H 1.5197 -3.1626 2.2951 0.217 -0.197 -0.486
H -0.6224 -2.3675 1.5427 0.125 -0.119 -0.094
H 0.4931 -2.0748 0.1663 -0.360 -0.055 0.102
H -1.1263 1.1508 0.5224 -0.040 0.140 0.778
H -2.0111 -0.1992 1.4147 -0.773 0.436 -0.377
H -2.5090 -0.2297 -1.0395 0.132 0.301 -0.276
H -1.5899 -1.5824 -0.5216 0.292 -0.090 -0.740
H -0.7486 -0.2479 -1.4466 0.120 -0.051 -0.037
N 0.9979 4.2183 -3.5806 0.296 -0.581 -0.252
H 1.7990 3.5899 -3.6420 0.027 0.175 0.254
H 0.2351 3.6253 -3.9032 -0.103 0.338 0.004
H 1.1758 4.9038 -4.3076 -0.222 0.065 -0.005